[1]
Here is an isolated molecule of C3H4N2O at a distorted geometry from OMol25. Energies are from the ωB97M-V functional and the def2-TZVPD basis.

The geometry in XYZ format:
```
10
Properties=species:S:1:pos:R:3:forces:R:3
N 1.799766 -0.777035 -0.584683 2.0 -1.0 1.4
C 0.561099 -0.319065 -0.175428 0.0 0.9 0.1
C -0.406206 -0.857189 0.617274 0.8 0.3 -0.2
O -1.399370 0.067960 0.674540 -1.4 0.5 0.6
C -1.005349 1.108308 -0.054678 1.7 -1.7 -0.4
N 0.154990 0.934854 -0.593929 0.0 0.0 -0.1
H 2.152971 -1.446563 0.143327 -0.3 0.7 -1.3
H 2.546953 -0.051321 -0.686147 -1.4 -0.6 0.0
H -0.472648 -1.668969 1.318401 0.0 -0.2 -0.3
H -1.612866 1.926115 -0.244621 -1.3 1.2 0.1
```
Forces are in eV/Å.

## Properties
Kohn-Sham gap   9.4420 eV
Relative energy (zero: lowest compared OMol25 entry of this formula, charge and spin)   25.2 kcal per mole
Lowest unoccupied orbital energy   1.009 eV
SMILES string   Nc1cocn1

[2]
Here is an isolated molecule of C3H4N2O from OMol25. Energies are from the ωB97M-V functional and the def2-TZVPD basis.

The geometry in XYZ format:
```
10
Properties=species:S:1:pos:R:3:forces:R:3
H 1.513033 1.916935 0.400540 0.0 0.0 0.2
N 0.630341 1.457515 0.201086 0.3 -0.3 0.1
C 0.800919 0.223722 -0.039952 -0.1 0.4 0.0
O 2.007139 -0.382734 0.007873 -0.2 -0.2 0.0
N -0.272135 -0.530743 -0.585858 0.2 0.3 -0.3
C -1.447894 -0.954842 0.246522 -0.2 0.1 0.0
C -1.543363 0.202220 -0.275986 0.2 -0.2 0.2
H 1.924265 -1.306157 -0.263901 -0.1 0.1 -0.1
H -1.809471 -1.866080 0.684950 0.2 0.1 0.2
H -1.802835 1.240162 -0.375275 -0.3 -0.3 -0.3
```
Forces are in eV/Å.

## Properties
Kohn-Sham gap   9.6607 eV
Relative energy (zero: lowest compared OMol25 entry of this formula, charge and spin)   98.0 kcal per mole
Lowest unoccupied orbital energy   0.822 eV
SMILES string   [H]/N=C(\O)N1C=C1

[3]
Here is an isolated molecule of C3H4N2O2 at a distorted geometry from OMol25. Energies are from the ωB97M-V functional and the def2-TZVPD basis.

The geometry in XYZ format:
```
11
Properties=species:S:1:pos:R:3:forces:R:3
C -1.663397 -0.397537 0.076915 -0.2 -0.2 -0.1
N -0.264423 -0.026077 0.229889 0.0 0.6 -0.3
N 0.729915 -0.407592 -0.820101 0.5 -0.1 0.0
C 1.938210 -0.441526 -0.178592 0.1 0.2 0.2
O 2.152770 -0.203083 1.003697 0.2 0.0 -0.1
C 0.058191 1.190867 0.210903 -0.2 1.1 0.4
O 0.235896 2.327998 0.248456 0.2 -1.0 0.0
H -1.883252 -0.383346 -0.992316 -0.1 -0.1 0.1
H -1.799367 -1.388421 0.499022 -0.1 0.0 -0.1
H -2.280123 0.339356 0.602329 0.1 -0.3 -0.1
H 2.775584 -0.610638 -0.880201 -0.3 -0.3 -0.1
```
Forces are in eV/Å.

## Properties
Kohn-Sham gap   9.7651 eV
Relative energy (zero: lowest compared OMol25 entry of this formula, charge and spin)   103.6 kcal per mole
Lowest unoccupied orbital energy   0.428 eV

[4]
Here is an isolated molecule of C3H4N2O2 from OMol25. Energies are from the ωB97M-V functional and the def2-TZVPD basis.

The geometry in XYZ format:
```
11
Properties=species:S:1:pos:R:3:forces:R:3
C 0.288320 1.315869 -1.117048 -0.1 -0.1 0.2
N -0.058081 0.447219 -0.246721 0.2 0.4 -0.4
N -0.292660 0.794356 1.047068 0.0 -0.3 0.2
C -0.101003 -0.317293 1.751806 0.0 0.0 0.0
O 0.266728 -1.400835 1.236210 0.0 0.2 0.1
C -0.187016 -1.056001 -0.638411 -0.4 -0.3 -0.2
O -1.264488 -1.522904 -0.856465 0.4 0.4 0.0
H 0.418508 1.019559 -2.151755 0.0 -0.1 0.2
H 0.454052 2.334973 -0.780266 -0.2 -0.1 -0.1
H 0.766197 -1.385006 -1.070950 0.0 0.0 0.2
H -0.290556 -0.229936 2.826531 0.1 -0.1 -0.1
```
Forces are in eV/Å.

## Properties
Kohn-Sham gap   9.2943 eV
Relative energy (zero: lowest compared OMol25 entry of this formula, charge and spin)   88.1 kcal per mole
Lowest unoccupied orbital energy   -0.357 eV

[5]
Here is an isolated molecule of C3H4N2O2 at a distorted geometry from OMol25. Energies are from the ωB97M-V functional and the def2-TZVPD basis.

The geometry in XYZ format:
```
11
Properties=species:S:1:pos:R:3:forces:R:3
C 0.874783 0.575782 2.606201 2.9 0.8 -6.4
N 0.853211 0.211365 1.278224 -0.7 1.5 3.8
N -0.263491 -0.587558 0.909194 -1.0 -0.5 0.3
C -0.607288 -0.661545 -0.333078 -0.4 0.5 1.8
O 0.158991 -0.085062 -1.260507 -0.5 0.7 -3.6
C -0.372002 -0.002403 -2.629065 -3.5 -3.1 2.5
O -1.441830 -0.522608 -2.972036 4.0 2.1 1.0
H 0.382892 0.188737 3.425526 -1.8 -1.0 1.2
H 1.666692 1.395849 2.834138 -1.3 -1.7 -0.5
H -1.624058 -1.034204 -0.697012 1.7 0.1 0.9
H 0.372100 0.521646 -3.161585 0.6 0.7 -1.0
```
Forces are in eV/Å.

## Properties
Kohn-Sham gap   9.1619 eV
Relative energy (zero: lowest compared OMol25 entry of this formula, charge and spin)   105.3 kcal per mole
Lowest unoccupied orbital energy   -0.041 eV
SMILES string   C=N/N=C\OC=O

[6]
Here is a structure of composition C3H4N2O2 at a distorted geometry from OMol25. Energies are from the ωB97M-V functional and the def2-TZVPD basis.

The geometry in XYZ format:
```
11
Properties=species:S:1:pos:R:3:forces:R:3
C 0.822315 -1.223929 0.003401 5.0 -1.5 -1.7
C 1.731049 -0.186306 0.071648 2.9 -2.7 -0.8
C -0.141049 0.777634 0.012773 -7.7 0.2 -0.2
H -1.956733 -1.301204 1.189656 0.5 1.4 -5.0
H -2.067237 -0.281496 -0.710050 0.2 -2.5 3.1
H 1.290498 -2.244221 -0.464132 -2.1 2.3 1.8
H 2.872008 -0.167226 -0.092279 -2.3 -0.2 0.5
N -1.596473 -1.103414 -0.052576 -4.9 -0.7 1.7
N -0.388094 -0.646565 -0.007721 4.2 3.9 0.0
O 1.143141 1.026031 0.017397 -0.8 1.1 0.5
O -1.233197 1.478920 -0.020903 5.1 -1.2 0.1
```
Forces are in eV/Å.

## Properties
Kohn-Sham gap   8.8826 eV
Relative energy (zero: lowest compared OMol25 entry of this formula, charge and spin)   129.3 kcal per mole
Lowest unoccupied orbital energy   0.499 eV

[7]
Here is an isolated molecule of C3H4N2O2 from OMol25. Energies are from the ωB97M-V functional and the def2-TZVPD basis.

The geometry in XYZ format:
```
11
Properties=species:S:1:pos:R:3:forces:R:3
N 1.189627 0.012596 -1.214422 0.2 0.0 -0.1
C 0.027165 -0.088148 -0.353970 -0.2 -0.2 -0.1
C -1.103099 -0.652833 -0.816090 0.4 0.2 0.3
O -1.940370 -0.552924 0.330907 -0.1 0.0 0.1
C -1.316614 0.029377 1.391480 -0.1 0.1 0.3
O -1.771434 0.149669 2.503637 0.1 0.0 -0.5
N -0.066577 0.440985 0.944110 -0.1 -0.1 0.0
H 1.544862 0.961719 -1.382155 -0.1 -0.1 0.0
H 1.977547 -0.578074 -0.924999 -0.1 0.1 0.0
H 0.808824 -0.366826 -2.097406 0.1 0.0 0.1
H 0.650069 0.644460 1.618907 0.0 -0.1 -0.1
```
Forces are in eV/Å.

## Properties
Kohn-Sham gap   7.5353 eV
Relative energy (zero: lowest compared OMol25 entry of this formula, charge and spin)   100.2 kcal per mole
Lowest unoccupied orbital energy   -0.502 eV

[8]
Here is an isolated molecule of C3H4N2O2 at a distorted geometry from OMol25. Energies are from the ωB97M-V functional and the def2-TZVPD basis.

The geometry in XYZ format:
```
11
Properties=species:S:1:pos:R:3:forces:R:3
O 2.263248 -0.946437 0.034755 2.8 -0.7 0.6
C 1.186358 -0.531205 0.103826 -6.7 1.3 -2.1
C 0.575874 0.952366 -0.002977 2.3 3.1 2.8
N -0.837333 0.858251 -0.070485 0.8 -4.3 -1.1
C -1.197767 -0.492542 -0.077547 -2.0 -1.8 1.4
O -2.282021 -1.037045 0.121940 0.6 1.7 -0.8
N -0.073858 -1.314684 -0.157995 3.8 4.5 0.5
H 1.121526 1.467605 -0.857342 -0.8 -0.6 0.9
H 0.677783 1.703741 1.007915 0.9 -2.2 -2.6
H -1.452821 1.614521 -0.071159 -1.0 0.9 0.1
H 0.019016 -2.274567 -0.030933 -0.8 -1.8 0.2
```
Forces are in eV/Å.

## Properties
Kohn-Sham gap   10.6766 eV
Relative energy (zero: lowest compared OMol25 entry of this formula, charge and spin)   36.2 kcal per mole
Lowest unoccupied orbital energy   0.638 eV
SMILES string   O=C1CNC(=O)N1

[9]
Here is an isolated molecule of C3H4N2O2 from OMol25. Energies are from the ωB97M-V functional and the def2-TZVPD basis.

The geometry in XYZ format:
```
11
Properties=species:S:1:pos:R:3:forces:R:3
C -1.571432 -0.302368 -0.020766 -0.1 0.0 0.0
N -0.196067 0.100965 -0.216111 0.0 0.1 0.2
N 0.677234 -0.847410 -0.701046 0.4 0.0 0.2
C 1.822367 -0.427955 -0.325495 -0.1 -0.2 -0.2
O 1.802898 0.720716 0.384854 0.0 0.2 -0.1
C 0.464258 1.094176 0.462664 -0.2 0.1 0.0
O 0.068050 2.095551 0.992861 0.1 -0.5 -0.1
H -2.063834 -0.450121 -0.983977 0.0 0.1 0.1
H -1.577780 -1.245317 0.534955 -0.1 0.2 -0.1
H -2.088673 0.467136 0.553140 0.1 0.0 -0.1
H 2.770135 -0.905018 -0.521425 -0.1 0.1 0.0
```
Forces are in eV/Å.

## Properties
Kohn-Sham gap   10.4035 eV
Relative energy (zero: lowest compared OMol25 entry of this formula, charge and spin)   38.9 kcal per mole
Lowest unoccupied orbital energy   0.889 eV
SMILES string   Cn1ncoc1=O

[10]
Here is an isolated molecule of C3H4N2O2 at a distorted geometry from OMol25. Energies are from the ωB97M-V functional and the def2-TZVPD basis.

The geometry in XYZ format:
```
11
Properties=species:S:1:pos:R:3:forces:R:3
O -2.535120 -0.490864 -0.091015 -0.2 2.7 1.0
C -1.148871 -0.262982 -0.246382 -2.9 1.5 2.1
C 0.047491 -0.923217 -0.189095 -1.9 -7.8 0.5
N 0.944651 -0.024367 -0.027134 6.2 2.3 -1.6
O 2.369341 -0.271151 -0.192621 -2.4 -3.3 4.7
C 0.435084 1.153719 -0.190247 -0.7 6.2 2.7
N -0.877380 1.042752 -0.064832 0.5 0.8 -2.1
H -2.953863 0.525480 0.270871 2.3 -4.5 -1.8
H 0.481607 -2.001274 0.000698 -1.8 2.0 -0.9
H 2.357661 -0.977446 0.704948 1.1 2.9 -3.9
H 0.879404 2.229353 0.024810 -0.3 -2.9 -0.8
```
Forces are in eV/Å.

## Properties
Kohn-Sham gap   8.8835 eV
Relative energy (zero: lowest compared OMol25 entry of this formula, charge and spin)   143.3 kcal per mole
Lowest unoccupied orbital energy   0.257 eV
SMILES string   Oc1cn(O)cn1